# 1
Here is 3 unconnected molecules or ions with the total composition CH8NO3 at a distorted geometry from OMol25. Energies are from ωB97M-V with the def2-TZVPD basis set.

Geometry as XYZ:
```
13
Properties=species:S:1:pos:R:3:forces:R:3:nbo_charge:R:1
N -1.273 -0.406 1.632 1.59 -1.25 -0.74 -0.916
C -0.037 -0.716 0.711 -1.62 0.30 0.75 0.101
O -0.023 0.100 -0.422 0.22 -1.72 1.80 -0.906
H -2.096 -0.419 1.033 0.26 0.44 0.09 0.343
H -1.089 0.512 2.004 -0.44 0.36 -0.22 0.343
H -0.121 -1.870 0.517 0.37 1.95 0.04 0.130
H 0.823 -0.507 1.431 -0.54 -0.43 -0.75 0.098
H 0.632 -0.878 -1.313 -0.70 -0.34 -1.22 0.503
H 1.650 -1.711 -2.213 0.39 -0.12 -0.13 0.429
O 0.711 -1.611 -2.076 0.18 0.35 0.60 -1.037
H 0.027 1.535 0.141 1.06 -0.08 -0.56 0.509
H 1.206 2.597 0.549 1.38 -0.46 0.39 0.444
O 0.324 2.496 0.267 -2.15 0.99 -0.05 -1.040
```
Positions in Å, forces in eV/Å.

Properties
**DFT total energy**: -8799.853 eV
**Charge**: -1
**Energy above the lowest of the compared OMol25 structures with the same formula, charge and spin**: 59.7 kJ/mol
**HOMO**: -4.19 eV

***

# 2
Here is 3 unconnected molecules or ions with the total composition CH8NO3 at a distorted geometry from OMol25. Energies are from ωB97M-V with the def2-TZVPD basis set.

Geometry as XYZ:
```
13
Properties=species:S:1:pos:R:3:forces:R:3:nbo_charge:R:1
N -0.806 -1.548 -0.640 -1.33 1.31 0.02 -0.935
C -1.116 -0.556 0.483 0.39 -0.99 -0.14 0.133
O -0.169 0.325 0.854 0.62 -1.19 0.04 -0.966
H -0.228 -2.332 -0.394 0.60 0.36 -0.07 0.349
H -0.527 -0.993 -1.437 0.64 -0.55 -0.16 0.336
H -1.385 -1.351 1.240 -0.32 0.93 0.29 0.073
H -1.990 0.006 0.113 -0.43 -0.42 0.14 0.097
H 1.275 -0.528 0.423 0.34 0.59 0.08 0.510
H 2.192 0.017 -0.644 0.01 0.49 -0.53 0.443
O 2.213 -0.614 0.062 -0.14 -0.77 0.57 -1.020
H 0.287 2.113 0.651 -0.96 -0.13 -0.58 0.522
H 0.295 2.610 -0.787 -0.04 -0.15 -0.08 0.447
O -0.041 2.850 0.077 0.63 0.51 0.43 -0.988
```
Positions in Å, forces in eV/Å.

Properties
**DFT total energy**: -8799.723 eV
**Charge**: -1
**Energy above the lowest of the compared OMol25 structures with the same formula, charge and spin**: 72.2 kJ/mol
**HOMO**: -3.51 eV

***

# 3
Here is 2 unconnected molecules or ions with the total composition CH8NO3Si at a distorted geometry from OMol25. Energies are from ωB97M-V with the def2-TZVPD basis set.

Geometry as XYZ:
```
14
Properties=species:S:1:pos:R:3:forces:R:3:mulliken_spin:R:1
C -0.767 0.557 0.945 -3.11 -1.39 4.77 1.008
N 0.392 1.066 1.785 -3.33 -1.51 0.22 0.000
O 1.386 0.477 -1.134 -0.54 1.64 0.38 -0.023
O 0.337 -2.048 -0.706 -0.14 -2.98 -0.44 -0.147
O -0.826 -0.299 -2.532 1.87 0.93 -0.32 -0.013
Si 0.220 -0.585 -1.328 -3.09 -0.43 -0.83 1.027
H -1.582 1.216 0.717 0.57 1.34 -0.97 -0.001
H -1.379 -0.265 1.511 1.93 0.67 -1.24 -0.006
H 0.732 0.238 2.269 0.87 -0.05 -0.29 0.002
H 0.939 1.410 1.031 1.99 1.16 -0.34 0.027
H 0.027 1.675 2.535 0.60 0.48 -0.78 0.013
H 2.257 0.192 -1.273 2.74 -0.55 -0.39 0.033
H -0.124 -2.887 -1.054 0.94 1.64 0.59 0.052
H -1.613 -0.746 -2.766 -1.29 -0.95 -0.35 0.027
```
Positions in Å, forces in eV/Å.

Properties
**Spin multiplicity**: 3
**DFT total energy**: -16667.550 eV
**Charge**: +1
**Expectation value of S²**: 2.0047
**HOMO (spin up / spin down)**: -8.38 / -15.95 eV

***

# 4
Here is 2 unconnected molecules or ions with the total composition CH8NS from OMol25. Energies are from ωB97M-V with the def2-TZVPD basis set.

Geometry as XYZ:
```
11
Properties=species:S:1:pos:R:3:forces:R:3:nbo_charge:R:1
N -1.001 1.098 3.143 0.24 -0.01 -0.55 -0.860
H -1.427 0.258 2.743 0.06 -0.22 0.32 0.465
H -0.041 0.908 3.460 -0.25 -0.07 -0.09 0.467
H -0.969 1.766 2.366 0.10 0.23 0.19 0.462
H -1.560 1.467 3.913 -0.09 0.00 0.03 0.462
C -0.044 0.011 -2.286 0.54 -0.31 0.34 -0.705
S 0.598 -0.692 -0.708 -0.42 0.01 -0.29 -0.127
H 0.274 1.044 -2.317 -0.15 0.15 -0.32 0.219
H 0.409 -0.567 -3.087 -0.02 0.17 -0.09 0.237
H -1.118 -0.094 -2.374 -0.10 0.04 0.26 0.227
H 1.723 -1.175 -1.245 0.07 0.01 0.20 0.152
```
Positions in Å, forces in eV/Å.

Properties
**DFT total energy**: -13484.933 eV
**Charge**: +1
**Energy above the lowest of the compared OMol25 structures with the same formula, charge and spin**: 46.0 kJ/mol
**HOMO**: -12.08 eV

***

# 5
Here is a molecular structure, CH8Na5O7 at a distorted geometry from OMol25. Energies are from ωB97M-V with the def2-TZVPD basis set.

Geometry as XYZ:
```
21
Properties=species:S:1:pos:R:3:forces:R:3:nbo_charge:R:1
Na 0.146 0.994 -4.555 0.06 -0.30 -0.17 0.997
Na 0.469 -2.274 -2.614 -0.18 -0.15 0.51 0.984
Na -1.977 -1.532 1.276 0.34 0.03 0.67 0.989
Na -2.069 2.111 -2.085 -0.49 -0.24 0.77 0.975
Na 1.542 2.089 -1.271 0.32 -0.40 0.97 0.980
C -0.350 -0.100 -0.877 1.30 1.25 0.03 0.950
O -0.375 -1.317 -0.528 -0.49 0.61 -0.75 -0.870
O -0.193 0.265 -2.163 -0.13 -0.34 -1.23 -1.106
O -0.310 0.903 -0.072 -0.29 -0.73 -0.14 -0.913
O -2.151 2.932 0.479 -0.28 -0.57 -0.92 -0.926
H -1.738 3.529 -0.151 0.24 0.65 0.60 0.439
H -1.530 2.193 0.587 0.07 0.19 0.16 0.491
O -0.772 0.117 2.819 -0.32 -0.23 -0.70 -0.985
H -0.863 0.848 3.443 -0.06 -0.15 0.18 0.513
H -0.369 0.501 2.031 0.17 0.18 0.15 0.474
O 2.538 0.082 0.782 -0.27 0.45 -0.93 -0.940
H 2.794 -0.789 0.454 0.16 -0.09 0.36 0.488
H 1.575 0.100 0.733 -0.02 -0.25 0.42 0.458
O 1.384 -3.442 0.883 0.14 0.16 0.02 -0.931
H 1.316 -4.347 0.559 0.01 0.00 0.05 0.488
H 0.932 -2.861 0.270 -0.25 -0.07 -0.06 0.445
```
Positions in Å, forces in eV/Å.

Properties
**DFT total energy**: -37561.204 eV
**Charge**: +3
**Energy above the lowest of the compared OMol25 structures with the same formula, charge and spin**: 21.9 kJ/mol
**HOMO**: -19.36 eV

***

# 6
Here is 3 unconnected molecules or ions with the total composition CH8O2S at a distorted geometry from OMol25. Energies are from ωB97M-V with the def2-TZVPD basis set.

Geometry as XYZ:
```
12
Properties=species:S:1:pos:R:3:forces:R:3:nbo_charge:R:1
C 0.063 -0.408 -1.595 -0.16 0.63 1.49 -0.761
S -1.627 -0.809 -1.241 -1.83 -0.28 0.56 -0.063
H 0.061 -0.310 -2.681 1.28 -0.57 0.23 0.234
H 0.659 -1.126 -0.941 -0.08 1.14 -1.77 0.243
H 0.103 0.611 -1.153 0.74 -0.64 -0.42 0.238
H -1.496 -2.088 -0.908 0.03 -0.32 -0.08 0.112
O -0.794 0.342 2.156 0.66 -1.50 0.28 -0.958
H -1.234 -0.407 1.710 0.11 0.77 0.06 0.485
H -1.152 1.142 1.811 -0.68 0.79 -0.53 0.477
O 1.807 1.397 0.752 -0.50 -1.96 0.92 -0.959
H 1.040 0.840 1.096 1.08 1.11 -0.41 0.485
H 2.567 0.816 0.994 -0.66 0.83 -0.34 0.466
```
Positions in Å, forces in eV/Å.

Properties
**DFT total energy**: -16096.418 eV
**Energy above the lowest of the compared OMol25 structures with the same formula, charge and spin**: 70.0 kJ/mol
**HOMO**: -9.23 eV
**SMILES**: CS.O.O

***

# 7
Here is 4 unconnected molecules or ions with the total composition CH8O2S2 at a distorted geometry from OMol25. Energies are from ωB97M-V with the def2-TZVPD basis set.

Geometry as XYZ:
```
13
Properties=species:S:1:pos:R:3:forces:R:3:mulliken_spin:R:1
C -0.211 -0.702 1.443 1.70 2.36 0.03 -0.032
S 1.446 0.095 1.345 -1.47 -0.35 1.14 -0.103
S -2.457 -0.079 -0.554 -0.38 -0.38 0.22 1.140
H -0.163 -1.026 0.428 -0.65 -0.99 -1.06 -0.031
H -0.237 -1.473 2.176 0.04 -0.76 0.55 0.049
H -1.000 0.068 1.566 0.56 -0.27 0.12 -0.005
H -2.973 0.276 -1.722 -0.16 0.21 -0.50 -0.022
H -0.894 1.621 -0.725 -1.71 -1.44 -0.65 -0.015
H 0.396 1.770 0.099 -0.95 1.13 -1.12 -0.024
O -0.235 2.242 -0.525 2.88 0.61 1.72 0.095
H 1.747 -0.592 -0.524 0.57 -0.43 -1.40 0.028
H 2.771 -1.149 -1.608 -1.02 0.18 0.31 0.002
O 1.809 -1.051 -1.400 0.59 0.15 0.63 -0.084
```
Positions in Å, forces in eV/Å.

Properties
**Spin multiplicity**: 2
**DFT total energy**: -26918.619 eV
**Charge**: +1
**Energy above the lowest of the compared OMol25 structures with the same formula, charge and spin**: 521.5 kJ/mol
**Expectation value of S²**: 1.7512
**HOMO (spin up / spin down)**: -15.04 / -14.04 eV

***

# 8
Here is 2 unconnected molecules or ions with the total composition CH9N2O at a distorted geometry from OMol25. Energies are from ωB97M-V with the def2-TZVPD basis set.

Geometry as XYZ:
```
13
Properties=species:S:1:pos:R:3:forces:R:3:nbo_charge:R:1
O 0.273 2.163 -1.998 -0.76 -1.16 0.96 -0.988
H 0.575 2.088 -2.905 0.40 0.58 0.08 0.511
H 0.181 0.666 -0.522 -0.76 -0.04 -0.63 0.469
H 0.660 2.868 -1.479 0.40 0.45 -0.80 0.494
N 0.148 0.284 0.430 2.08 0.29 -0.40 -0.725
C -0.711 -0.949 0.774 -1.12 0.64 0.84 -0.059
N 0.123 -1.994 1.166 0.45 -0.23 -0.25 -0.847
H 0.182 1.119 1.021 -0.90 -0.31 0.41 0.436
H 1.101 -0.082 0.541 -0.02 -0.17 0.05 0.446
H -1.382 -1.160 -0.031 0.14 -0.02 -1.02 0.229
H -1.397 -0.592 1.542 0.32 -0.15 0.34 0.224
H 0.041 -2.309 2.103 -0.08 0.01 0.77 0.404
H 0.236 -2.789 0.559 -0.17 0.13 -0.35 0.406
```
Positions in Å, forces in eV/Å.

Properties
**DFT total energy**: -6204.127 eV
**Charge**: +1
**Energy above the lowest of the compared OMol25 structures with the same formula, charge and spin**: 47.4 kJ/mol
**HOMO**: -15.01 eV

***

# 9
Here is 3 unconnected molecules or ions with the total composition CH9N2O2 at a distorted geometry from OMol25. Energies are from ωB97M-V with the def2-TZVPD basis set.

Geometry as XYZ:
```
14
Properties=species:S:1:pos:R:3:forces:R:3:nbo_charge:R:1
N 1.092 -0.599 0.317 -0.37 -1.34 1.81 -0.724
C -0.089 -1.026 -0.130 0.60 0.81 -2.01 0.362
N -0.417 -0.559 -1.374 -3.47 -2.27 0.39 -0.757
H 1.773 -0.116 -0.260 -0.47 0.03 -0.03 0.448
H 1.376 -0.805 1.298 -0.42 0.04 -1.29 0.441
H -0.737 -1.659 0.562 0.92 0.72 -1.50 0.305
H -1.353 -0.760 -1.906 2.32 -0.17 2.03 0.444
H -0.118 0.355 -1.636 1.00 0.52 0.02 0.443
H 0.721 2.204 -0.143 -0.82 1.70 3.98 0.481
H 1.240 2.466 -1.426 -0.92 -2.08 0.37 0.511
O 0.800 1.710 -0.893 2.07 1.40 -4.50 -0.968
H -0.835 0.352 1.211 -1.62 -0.22 2.62 0.475
H -1.597 0.188 2.750 0.66 0.06 -1.72 0.522
O -1.382 -0.204 1.860 0.53 0.81 -0.17 -0.983
```
Positions in Å, forces in eV/Å.

Properties
**DFT total energy**: -8250.984 eV
**Charge**: +1
**Energy above the lowest of the compared OMol25 structures with the same formula, charge and spin**: 200.8 kJ/mol
**HOMO**: -15.32 eV

***

# 10
Here is 2 unconnected molecules or ions with the total composition CH9N3 from OMol25. Energies are from ωB97M-V with the def2-TZVPD basis set.

Geometry as XYZ:
```
13
Properties=species:S:1:pos:R:3:forces:R:3:nbo_charge:R:1
N -0.280 -0.532 0.882 -0.37 -0.06 -0.60 -0.848
C -1.395 -0.466 -0.097 0.14 -0.11 0.12 -0.053
N -2.667 -0.129 0.507 0.04 -0.17 0.04 -0.835
H 0.576 -0.663 0.348 0.15 0.10 0.13 0.358
H -0.404 -1.401 1.394 0.10 0.09 0.18 0.344
H -1.173 0.281 -0.864 0.24 0.04 0.21 0.168
H -1.493 -1.425 -0.620 -0.26 0.11 -0.05 0.155
H -3.086 -0.941 0.938 -0.03 -0.04 0.05 0.349
H -2.532 0.556 1.242 0.05 0.06 -0.09 0.361
N 3.099 0.933 -0.936 -0.30 -0.47 0.12 -1.083
H 2.186 1.344 -0.814 -0.04 0.14 0.00 0.359
H 3.482 1.233 -1.818 0.16 0.17 0.01 0.361
H 3.685 1.208 -0.162 0.12 0.15 -0.10 0.363
```
Positions in Å, forces in eV/Å.

Properties
**DFT total energy**: -5653.172 eV
**Energy above the lowest of the compared OMol25 structures with the same formula, charge and spin**: 7.7 kJ/mol
**HOMO**: -9.42 eV
**SMILES**: NCN.N